Here is a cluster of 5 separate species, C17H47N4O5 in total from OMol25. Energies are from wB97M-V/def2-TZVPD.

Structure (XYZ):
```
73
Properties=species:S:1:pos:R:3:forces:R:3:mulliken_charge:R:1
C 0.1433 1.2057 -0.5518 -2.03 -2.39 -1.54 -0.0585
O -0.6080 0.3836 -1.4100 6.24 -1.41 -0.47 -0.6719
H -0.1940 1.0228 0.4684 0.44 0.34 -0.60 1.1809
H 1.2030 0.9988 -0.7016 -0.29 1.48 0.88 -0.9347
H -0.1436 2.2423 -0.7291 0.90 1.25 -0.02 0.8134
C 3.1556 -2.1855 -3.6405 0.79 0.30 -0.07 -1.7827
C 2.0718 -1.1971 -3.2825 -0.61 0.50 -1.78 2.2112
C 2.5858 0.2975 -3.2195 -1.16 -0.01 0.61 -1.1580
O 1.4942 1.1723 -2.8238 1.46 1.78 0.15 -0.2609
C 1.9530 2.5122 -2.3367 -0.40 -0.58 -1.50 -1.0137
N 1.0225 -1.4010 -4.3269 0.03 1.12 0.87 -0.7712
H 2.8795 -3.2289 -3.4882 -0.42 0.00 0.13 0.3691
H 4.0889 -2.0492 -3.0941 0.27 0.19 -0.18 0.3251
H 3.2321 -2.0435 -4.7185 0.97 -0.27 -0.10 0.5009
H 1.6794 -1.4621 -2.3007 -0.25 1.15 -3.61 -1.4290
H 3.0244 0.6851 -4.1390 0.03 -0.27 -0.57 0.4169
H 3.3452 0.3974 -2.4439 0.27 -0.70 -0.59 0.3757
H 2.6501 2.9504 -3.0510 0.51 -0.19 -0.18 0.3223
H 2.3794 2.5355 -1.3338 -0.24 0.01 -0.42 0.4217
H 1.1595 3.2584 -2.2967 -0.64 -0.73 -0.24 0.2858
H 0.6895 -2.3536 -4.2857 -0.02 -0.04 -0.09 0.2818
H 1.4430 -1.2239 -5.2280 -0.08 -0.18 -0.28 0.3291
C -3.1592 3.0594 0.3082 -2.17 0.20 1.56 -2.2346
C -3.0862 1.5490 0.1504 -1.02 1.51 0.12 2.2655
C -4.4514 0.8681 -0.0975 0.92 0.06 -0.14 -1.3004
O -4.3826 -0.5583 0.1979 -0.92 1.77 -0.36 -0.1945
C -5.6056 -1.2141 -0.0771 0.79 -0.45 0.56 -0.8755
N -2.2093 1.3024 -0.9299 -4.79 1.89 -0.70 -0.2506
H -3.8389 3.2734 1.1330 -0.19 0.27 0.90 0.3964
H -3.7027 3.5737 -0.4845 0.80 0.01 -0.61 0.4106
H -2.1981 3.4524 0.6397 -0.12 0.36 -0.88 0.5217
H -2.6153 1.1995 1.0693 -0.56 -0.46 -0.33 -1.1299
H -4.6748 1.1333 -1.1309 0.17 -0.95 -0.80 0.3675
H -5.3095 1.3848 0.3323 -0.09 -0.26 1.34 0.3525
H -6.4563 -0.8524 0.5003 -0.16 0.63 -0.02 0.3356
H -5.4633 -2.2248 0.3057 0.03 -0.24 -0.38 0.2221
H -5.8345 -1.2294 -1.1427 -0.09 0.02 -0.12 0.3234
H -1.6280 2.1055 -1.1230 0.80 -0.05 1.28 0.1345
H -2.6931 1.5426 -1.7833 -1.34 -1.18 -0.85 0.4111
C -1.0197 2.0563 2.6026 0.63 -1.36 -0.50 -0.8520
C -0.3319 0.6295 2.4344 -1.00 0.06 2.42 1.0916
C 0.1781 -0.1163 3.8171 0.35 0.74 -1.82 -1.2742
O 0.5863 -1.5103 3.5758 -1.52 3.70 0.01 -0.1735
C 1.0313 -2.1572 4.6870 -0.02 -2.73 0.00 -1.0253
N -1.2237 -0.2184 1.6565 0.43 1.19 2.71 -0.0009
H -2.0089 1.9856 3.0550 0.23 -0.09 0.87 0.3549
H -1.3429 2.3529 1.6048 0.98 -0.07 0.13 -0.4351
H -0.3832 2.8437 3.0062 -0.11 -0.13 0.31 0.3863
H 0.5780 0.6838 1.8366 -0.24 1.12 0.87 0.6979
H -0.5326 -0.0693 4.6422 -0.11 0.01 0.04 0.4130
H 1.0974 0.4388 4.0037 0.09 0.05 0.81 0.4042
H 1.9609 -1.8779 5.1830 -0.23 1.01 0.21 0.3427
H 1.2983 -3.1304 4.2750 0.35 -0.46 0.02 0.3130
H 0.2052 -2.4707 5.3253 -0.01 0.70 0.83 0.3656
H -2.0515 -0.3549 2.2188 -0.46 -0.31 0.11 0.3190
H -0.6779 -1.0683 1.6559 -1.71 0.94 0.52 -0.2383
C 1.7901 -2.4756 1.4794 0.62 0.61 1.05 -1.8296
C 1.0363 -1.4223 0.7005 2.24 0.96 -1.09 0.6763
C 1.8222 -1.0881 -0.6331 -1.01 1.42 2.66 0.6083
O 3.1665 -0.6174 -0.3830 0.60 -1.28 0.92 -0.4839
C 3.3783 0.7731 -0.2094 0.41 0.07 -0.91 -0.6070
N -0.2720 -1.8732 0.3985 0.30 -3.54 -3.33 -0.4595
H 1.9186 -3.4102 0.9333 0.17 0.12 -0.29 0.3262
H 1.2737 -2.6487 2.4235 0.12 -0.63 -1.02 0.4158
H 2.7330 -2.0422 1.8129 0.53 -0.35 -0.25 0.3741
H 0.9053 -0.4377 1.1494 1.15 -1.13 0.09 -0.8616
H 1.3466 -0.2717 -1.1768 -0.74 -1.15 0.20 -1.6228
H 1.7293 -1.9129 -1.3396 1.05 -1.30 2.80 0.8851
H 4.4332 0.9874 -0.0380 0.37 -0.72 0.12 0.4019
H 2.8731 1.3382 0.5739 -0.60 -0.56 0.25 0.1361
H 3.1716 1.2597 -1.1625 0.19 -0.18 0.99 0.0860
H 0.0225 -2.6295 -0.2026 -0.82 -0.74 -1.12 0.5050
H -0.6371 -2.4285 1.1591 -0.05 -0.48 0.44 0.2520
```
Positions in Å, forces in eV/Å.

Molar mass (g/mol): 387.6
Net charge: -1
Energy relative to the best compared isomer or geometry (same formula, charge and spin) (kJ/mol): 1196.5
LUMO level (eV): 2.8
Kohn-Sham gap (eV): 2.8
HOMO energy (eV): 0.0



Here is a cluster of 7 separate species, C17H47N4O7 in total from OMol25. Energies are from wB97M-V/def2-TZVPD.

Structure (XYZ):
```
75
Properties=species:S:1:pos:R:3:forces:R:3:mulliken_charge:R:1
C 3.8252 -0.6922 -0.5288 0.94 0.76 0.09 -0.9389
C 4.3019 0.3144 -1.6285 0.11 -0.88 -0.01 -0.1409
C 3.3192 0.4503 -2.8221 0.20 0.75 0.22 -0.8684
C 1.9109 0.9911 -2.4408 -0.11 -0.57 -0.20 -0.1595
C 1.8877 2.5153 -2.1042 -0.30 -0.34 -0.20 -0.5189
C 0.5919 3.2288 -2.6151 1.25 -0.89 -0.21 -0.8141
N -0.5347 2.9344 -1.7044 2.45 1.10 -1.85 0.5723
C -0.6135 2.8732 -0.3919 -2.47 -0.80 -0.47 -0.2346
N -1.8971 2.5098 -0.0549 1.18 0.37 0.01 -0.3982
C -2.5369 2.3922 -1.2176 -0.19 0.04 -0.48 0.4235
N -3.7987 2.0420 -1.4474 1.00 0.38 -0.19 -0.1366
O -4.5662 1.7241 -0.3582 -0.48 -0.34 -0.05 -0.1754
C -5.9592 1.5479 -0.6955 -1.33 -0.18 0.50 -0.4011
C -6.4798 0.1193 -0.4238 0.13 -0.47 -0.96 -0.3406
C -5.7081 -0.9994 -1.1820 -0.01 -0.24 0.80 -0.8056
N -1.7214 2.6726 -2.2898 -1.30 -0.48 2.14 -0.4852
H 3.7069 -1.7064 -0.9486 -0.31 0.50 0.22 0.2789
H 4.6477 -0.7496 0.2181 -0.55 -0.09 -0.35 0.3840
H 2.9373 -0.3287 0.0233 0.23 -0.45 -0.40 0.1043
H 5.2429 -0.1098 -2.0409 -0.51 0.37 0.22 0.0911
H 4.5800 1.2866 -1.1652 -0.41 -0.42 -0.33 0.2928
H 3.7766 1.1558 -3.5538 -0.31 -0.45 0.27 0.2794
H 3.2170 -0.5219 -3.3401 0.02 0.39 0.37 0.3637
H 1.2263 0.7654 -3.2917 0.35 0.29 0.43 0.3994
H 1.5364 0.3727 -1.5942 0.08 0.51 -0.43 -0.0349
H 2.7433 3.0015 -2.6077 -0.33 -0.11 0.44 0.5196
H 1.9734 2.6107 -1.0048 0.25 0.37 -0.60 0.2039
H 0.3566 2.7394 -3.5846 -0.08 0.39 0.57 0.4838
H 0.7349 4.3044 -2.8194 -0.30 -0.39 0.54 0.2686
H 0.2263 3.0630 0.2819 -0.52 -0.13 -0.23 0.5041
H -4.1114 2.0220 -2.4111 -0.69 -0.34 0.48 0.2354
H -6.1733 1.8356 -1.7456 0.37 -0.11 0.49 0.3285
H -6.5273 2.2334 -0.0306 0.45 -0.17 -0.51 0.2699
H -7.5300 0.0984 -0.7923 0.51 0.20 0.44 0.3524
H -6.4874 -0.1292 0.6537 0.01 0.34 -0.48 0.2333
H -5.6841 -0.8781 -2.2808 0.14 0.20 0.52 0.3851
H -6.1842 -1.9826 -0.9850 0.22 0.62 -0.08 0.3265
H -4.6951 -1.0813 -0.7333 -0.41 0.04 -0.71 -0.0568
H -1.9499 2.6692 -3.2751 0.67 0.12 0.13 0.2504
C 0.0824 0.7630 2.4097 -0.41 0.14 0.03 -0.2715
O -0.2805 1.9792 3.0586 0.15 0.20 -0.19 -0.5826
H 1.1608 0.6306 2.4858 -0.03 0.06 0.09 0.1804
H -0.4190 -0.0742 2.8952 0.17 -0.15 -0.13 0.3069
H -0.2040 0.8086 1.3531 0.08 -0.22 -0.06 0.0126
H -1.2362 2.0733 2.9786 0.09 0.01 0.07 0.3091
C 1.1475 -2.4803 3.3595 0.18 -0.07 0.30 -0.2320
O 0.1507 -1.9118 4.2004 -0.23 -0.01 0.04 -0.5122
H 0.8838 -2.2863 2.3196 -0.08 0.04 0.05 -0.1207
H 2.1153 -2.0249 3.5782 0.07 -0.10 -0.15 0.2130
H 1.1957 -3.5595 3.5261 0.12 -0.02 -0.19 0.3774
H 0.4078 -2.0974 5.1096 -0.08 0.01 -0.08 0.2737
C 7.1882 -2.4014 -4.0977 0.14 0.25 -0.04 -0.5625
O 6.8918 -1.2592 -3.2981 -0.05 0.03 0.00 -0.4641
H 6.5569 -3.2245 -3.7704 -0.01 0.08 0.05 0.2296
H 6.9832 -2.1868 -5.1492 0.03 -0.17 -0.04 0.2539
H 8.2367 -2.6822 -3.9762 -0.04 -0.15 -0.09 0.2536
H 7.4593 -0.5427 -3.6014 -0.06 -0.05 0.09 0.2747
C -1.3138 -2.1240 0.0658 0.16 -0.45 0.21 -0.1262
O -0.1774 -2.8345 -0.4135 0.09 0.17 -0.10 -0.5604
H -1.5227 -1.2959 -0.6113 0.10 -0.04 -0.05 0.0812
H -2.1782 -2.7917 0.0989 -0.17 0.22 0.07 0.3613
H -1.1070 -1.7306 1.0653 -0.23 0.13 0.01 -0.0766
H -0.0120 -3.5595 0.1986 0.02 0.03 -0.12 0.3093
C -4.2956 -1.7903 2.0753 -0.01 -0.37 0.19 -0.4008
O -4.6425 -2.9731 1.3638 -0.02 0.08 -0.11 -0.4787
H -4.1660 -0.9777 1.3607 0.00 -0.08 0.00 -0.0197
H -5.0902 -1.5269 2.7779 0.09 0.17 0.05 0.3372
H -3.3592 -1.9465 2.6175 0.00 0.23 0.07 0.2860
H -4.7516 -3.6778 2.0113 -0.01 0.02 -0.13 0.2811
C 2.1547 0.4658 5.6102 0.41 0.17 -0.08 -0.4087
O 3.1784 -0.3685 5.0675 -0.08 -0.04 -0.03 -0.4869
H 1.2804 -0.1442 5.8187 0.05 -0.01 -0.06 0.1241
H 2.5044 0.9246 6.5381 -0.17 0.07 0.02 0.3359
H 1.8884 1.2413 4.8882 -0.21 0.06 0.15 0.1783
H 3.9382 0.1960 4.8918 -0.01 -0.15 0.02 0.2832
```
Positions in Å, forces in eV/Å.

Molar mass (g/mol): 419.6
Net charge: +1
LUMO level (eV): -2.7
Kohn-Sham gap (eV): 9.2
HOMO energy (eV): -11.9